A molecular structure, C19H29AsN2NaO4, computed with ωB97M-V with the def2-TZVPD basis set.

Positions of all 56 atoms, in Å:
Na1 0.6081 0.0753 0.2407
O1 -0.6131 0.3319 1.9598
C1 -0.9854 -0.4958 2.8461
C2 -0.7965 -0.2395 4.2436
C3 -1.2208 -1.1037 5.2197
C4 -1.8591 -2.3072 4.8935
C5 -2.0371 -2.5968 3.5560
C6 -1.6277 -1.7404 2.5291
C7 -1.8314 -2.1556 1.1272
N1 -1.3408 -1.6238 0.0166
C8 -1.7933 -2.4191 -1.0126
C9 -2.5808 -3.4189 -0.5432
N2 -2.5989 -3.2433 0.8213
H1 -0.2976 0.6881 4.4982
H2 -1.0512 -0.8509 6.2617
H3 -2.1826 -2.9985 5.6596
H4 -2.4968 -3.5505 3.3148
H5 -1.5226 -2.2220 -2.0377
H6 -3.1152 -4.2153 -1.0300
H7 -3.0907 -3.8103 1.4831
C10 1.9045 1.1960 -3.5636
C11 1.7391 -0.0045 -2.6477
C12 1.7437 -1.3133 -3.4231
O2 0.4853 0.1108 -1.9432
C13 2.8986 -0.0332 -1.6021
O3 4.0283 -0.0542 -2.1120
O4 2.5819 -0.0539 -0.3868
H8 1.1656 1.1690 -4.3734
H9 2.9078 1.1858 -3.9858
H10 1.7618 2.1232 -3.0065
H11 0.9891 -1.2878 -4.2192
H12 1.5132 -2.1435 -2.7542
H13 2.7240 -1.4739 -3.8695
H14 -0.2372 0.0220 -2.5716
C14 -0.2833 4.4197 1.3214
C15 -1.5347 3.5537 1.3430
As1 -1.4799 2.2426 -0.1117
C16 -1.8945 3.4241 -1.6422
C17 -2.8561 4.5893 -1.4581
C18 -3.1945 1.3174 0.1681
C19 -4.3900 2.0917 0.7009
H15 -0.2650 5.1267 2.1554
H16 -0.2106 5.0031 0.3991
H17 0.6211 3.8127 1.3872
H18 -2.4422 4.1578 1.2956
H19 -1.5793 2.9531 2.2535
H20 -2.2403 2.7519 -2.4340
H21 -0.9202 3.7826 -1.9852
H22 -3.8720 4.2525 -1.2507
H23 -2.8969 5.2240 -2.3482
H24 -2.5588 5.2283 -0.6245
H25 -2.9180 0.5135 0.8512
H26 -3.4230 0.8285 -0.7840
H27 -4.1665 2.5607 1.6604
H28 -5.2379 1.4202 0.8639
H29 -4.7218 2.8826 0.0268

Atomic forces in eV per Å
-0.6 -0.1 0.3
0.0 0.2 0.5
-0.2 -0.2 0.1
-0.1 0.1 -0.1
0.0 0.0 0.1
0.1 0.1 -0.1
0.0 -0.1 0.0
0.0 -0.1 -0.3
0.0 0.2 0.3
0.0 -0.3 0.2
0.0 0.2 -0.1
0.0 -0.1 0.1
0.0 0.0 -0.1
0.0 0.0 0.0
0.0 0.0 0.0
0.0 0.0 0.0
0.0 0.0 0.0
0.0 0.0 0.0
0.0 0.0 0.0
0.0 0.0 0.0
0.0 0.0 -0.1
-0.2 0.0 0.1
0.0 0.0 -0.1
0.2 0.0 -0.4
0.2 -0.1 0.0
0.0 0.0 0.0
0.6 0.0 -0.3
0.0 0.0 0.0
0.0 0.0 0.0
0.0 0.0 0.1
0.0 0.0 0.0
0.0 0.0 0.0
0.0 0.0 0.0
0.0 0.0 0.0
0.1 0.1 0.0
-0.1 -0.1 0.1
0.1 0.0 0.0
0.0 0.0 -0.1
-0.1 0.1 0.0
0.1 -0.1 -0.1
-0.1 0.0 0.1
0.0 0.0 0.0
0.0 0.0 0.0
0.0 -0.1 0.0
0.0 0.0 0.0
0.0 0.0 0.0
-0.1 0.0 0.0
0.0 0.1 0.0
0.0 0.0 0.0
0.0 0.0 0.0
0.0 0.0 0.0
0.0 0.0 0.0
0.0 0.0 0.0
0.0 0.0 0.0
0.0 0.0 0.0
0.0 -0.1 0.0

Summary:
**Charge**: -1
**E_HOMO**: -4.242 eV
**Largest force on an atom**: 0.0132 hartree/bohr
**Energy relative to the best compared isomer or geometry (same formula, charge and spin)**: 0.0 kJ/mol

A gas-phase ion, C12H14N3 (charge +1), computed with ωB97M-V with the def2-TZVPD basis set.

Positions of all 29 atoms, in Å:
C1 -2.6855 -1.7490 -0.4742
C2 -3.5904 -0.6669 -0.2861
C3 -1.3128 -1.5733 -0.3954
C4 -3.1285 0.5942 -0.0913
C5 -0.7415 -0.2832 -0.2277
C6 0.5964 -0.0526 -0.3095
C7 -1.6457 0.8836 -0.0618
C8 1.3781 1.1138 -0.5808
C9 0.8922 2.5267 -0.4709
C10 -0.0344 2.4019 0.7294
C11 2.9246 -0.4461 -0.5792
C12 1.5127 -1.6868 1.1944
N1 -1.3678 2.0316 0.4684
N2 2.6190 0.8710 -0.8484
N3 1.5542 -1.1510 -0.1536
H1 -2.9908 -2.7708 -0.5497
H2 -4.7627 -0.7964 -0.2917
H3 -0.6870 -2.4252 -0.8164
H4 -3.7307 1.5874 -0.0741
H5 1.8313 3.0430 -0.2070
H6 0.3963 2.9268 -1.4289
H7 0.4156 1.6822 1.5021
H8 -0.0475 3.4062 1.2077
H9 3.2105 -1.1065 -1.4540
H10 3.5973 -0.7875 0.2252
H11 2.0501 -1.1493 1.9327
H12 0.4160 -1.8559 1.3546
H13 1.9216 -2.6536 1.4110
H14 1.4096 -1.9144 -0.7248

Atomic forces in eV per Å
2.3 0.1 1.0
-3.0 1.4 0.4
-1.1 -1.6 -1.3
0.4 1.5 -1.1
0.8 1.4 -0.8
-0.8 -0.9 0.5
-1.9 0.0 1.5
1.5 0.8 -1.3
0.0 -1.0 -1.0
0.8 1.9 1.7
-0.2 -3.9 -1.1
-2.2 -1.3 1.3
-0.5 -1.2 -1.1
-0.3 0.7 1.0
1.5 2.0 0.9
-0.6 -0.3 -0.5
2.7 -0.1 -0.1
-0.7 1.1 1.1
0.8 -2.2 0.3
-0.8 0.4 -0.3
0.7 -0.5 1.6
-0.4 0.7 -0.9
-0.2 -0.7 0.0
0.1 1.3 0.5
0.1 1.2 -0.1
-0.1 1.6 0.5
1.1 0.5 0.7
0.6 -1.0 -1.3
-0.6 -1.8 -2.1

Summary:
**SMILES**: C[N@@H+]1CN=C2CCN=c3ccccc3=C21
**Charge**: +1
**E_HOMO (spin up / spin down)**: -11.925 / -11.924 eV
**Largest force on an atom**: 0.0788 hartree/bohr
**Energy relative to the best compared isomer or geometry (same formula, charge and spin)**: 252.5 kJ/mol

A molecular structure, C32H48P2Pm, computed with ωB97M-V with the def2-TZVPD basis set.

Positions of all 83 atoms, in Å:
Pm1 1.0173 0.5899 1.0565
C1 2.7244 1.9760 0.6685
C2 1.6094 2.6832 1.2721
C3 2.3274 1.0359 2.7683
C4 3.1477 0.9576 1.5683
C5 1.4055 2.1178 2.5869
C6 3.3937 2.3373 -0.6232
H1 2.7454 2.9536 -1.2512
H2 3.6780 1.4484 -1.1928
H3 4.3069 2.9165 -0.4304
C7 4.2693 -0.0121 1.3649
H4 4.5074 -0.1244 0.3039
H5 3.9990 -0.9979 1.7549
H6 5.1750 0.3316 1.8824
C8 2.5002 0.1788 3.9839
H7 3.3293 0.5361 4.6101
H8 2.7097 -0.8559 3.6946
H9 1.5940 0.1783 4.5964
C9 0.4866 2.6692 3.6347
H10 1.0428 3.3303 4.3127
H11 0.0397 1.8762 4.2408
H12 -0.3186 3.2591 3.1899
C10 0.9706 3.9337 0.7466
H13 1.4274 4.8310 1.1886
H14 -0.0990 3.9570 0.9748
H15 1.0802 4.0083 -0.3388
C11 -3.0731 -0.5177 -5.2338
C12 -2.7401 0.7500 -5.5039
C13 -3.5901 1.9931 -5.5336
C14 -4.9598 1.9329 -4.8222
C15 -4.8488 1.6126 -3.3509
C16 -4.7532 0.4167 -2.7576
C17 -4.7357 -0.9657 -3.3550
C18 -4.4231 -1.0831 -4.8632
H16 -3.7478 2.2941 -6.5813
H17 -5.6179 1.2300 -5.3360
H18 -3.0022 2.8061 -5.0845
H19 -5.2229 -0.6251 -5.4479
H20 -2.2623 -1.2464 -5.2528
H21 -1.6916 0.9341 -5.7420
H22 -4.4345 -2.1492 -5.1192
H23 -3.9923 -1.5558 -2.8007
H24 -4.6731 0.4218 -1.6698
H25 -5.7021 -1.4547 -3.1543
H26 -5.4289 2.9183 -4.9281
H27 -4.8144 2.4831 -2.6952
P1 0.2544 0.2796 -1.0598
P2 -1.1171 0.0749 1.6027
C19 -1.4977 -0.3836 -1.0809
C20 -1.8336 -1.0053 0.2786
H28 -1.6272 -1.0974 -1.9017
H29 -2.1568 0.4699 -1.2811
H30 -2.9126 -1.1439 0.4137
H31 -1.3325 -1.9719 0.3910
C21 -1.4189 -0.8943 3.1324
H32 -1.1852 -0.3165 4.0336
H33 -0.8020 -1.7980 3.1172
H34 -2.4721 -1.1864 3.1321
C22 -2.3881 1.4049 1.7472
H35 -3.4018 0.9954 1.6737
H36 -2.2355 2.1416 0.9535
H37 -2.2821 1.9136 2.7087
C23 1.1646 -0.9186 -2.1195
H38 2.2251 -0.6577 -2.2097
H39 0.6858 -0.9332 -3.1017
H40 1.0726 -1.9168 -1.6807
C24 0.0822 1.7009 -2.2223
H41 -0.3948 2.5384 -1.7059
H42 -0.5224 1.4202 -3.0921
H43 1.0675 2.0209 -2.5709
C25 1.6051 -1.8047 1.6297
C26 2.2285 -2.7548 2.0606
C27 3.0337 -3.7203 2.7900
C28 2.7214 -5.0881 2.8058
C29 3.5348 -5.9832 3.5188
C30 4.6566 -5.5219 4.2149
C31 4.9776 -4.1655 4.1951
C32 4.1742 -3.2717 3.4881
H44 1.8559 -5.4579 2.2715
H45 3.2947 -7.0363 3.5375
H46 5.2844 -6.2093 4.7666
H47 5.8468 -3.8014 4.7298
H48 4.4592 -2.2320 3.5016

Atomic forces in eV per Å
2.1 -9.1 0.0
1.6 3.0 1.2
3.6 2.6 1.5
3.6 2.4 1.0
2.1 1.7 2.5
1.7 2.4 1.6
-0.1 -0.1 -0.1
0.1 -0.1 0.0
0.1 0.1 -0.1
-0.2 -0.2 0.0
0.1 -0.2 0.0
0.0 0.0 0.1
0.1 0.2 -0.1
-0.2 0.0 -0.1
-0.1 -0.2 0.0
-0.2 0.1 -0.2
-0.1 0.2 0.1
0.1 0.0 0.0
-0.1 0.1 0.1
-0.1 -0.1 -0.1
0.0 0.1 0.0
0.0 0.0 0.1
-0.3 -0.2 -0.2
-0.1 -0.3 0.0
0.0 0.1 0.0
0.0 0.0 0.1
0.1 0.3 0.1
0.0 -0.3 0.2
-0.2 0.0 0.0
0.1 0.0 -0.1
0.1 -0.3 0.2
0.1 0.3 -0.2
-0.1 -0.1 -0.2
-0.1 0.0 0.1
0.0 -0.1 0.2
0.1 0.2 0.1
-0.1 -0.1 -0.1
0.1 -0.1 0.1
-0.1 0.1 -0.1
-0.1 0.0 0.0
0.0 0.2 0.0
-0.1 0.0 0.0
-0.1 0.0 -0.1
0.2 0.1 0.0
0.1 -0.2 0.0
0.0 -0.1 -0.1
-3.4 -0.7 -10.9
-10.4 -1.9 3.8
0.1 0.1 0.1
0.4 -0.1 0.0
0.1 0.2 0.0
0.1 -0.1 0.0
0.2 0.0 0.1
-0.1 0.0 0.0
-0.1 -0.3 -0.1
-0.1 0.0 -0.2
0.0 0.2 0.0
0.0 0.0 0.2
-0.2 -0.1 -0.1
0.1 0.1 0.0
-0.1 0.0 0.0
0.1 -0.1 -0.1
-0.1 -0.3 0.1
-0.2 0.0 0.0
0.1 0.1 0.0
0.2 0.1 0.0
-0.1 0.0 -0.2
0.0 0.0 -0.1
0.0 0.0 0.1
-0.1 0.0 0.1
-0.8 1.0 -0.8
0.6 -0.9 1.0
0.1 0.1 -0.2
0.6 -0.2 0.5
0.0 0.7 -0.1
-0.3 0.2 -0.3
-0.5 -0.1 -0.3
0.0 -0.6 0.1
0.0 0.1 0.0
-0.1 0.0 0.0
-0.1 -0.1 0.0
0.0 0.0 0.0
-0.1 0.2 -0.1

Summary:
**Spin multiplicity**: 5
**Charge**: +1
**E_HOMO (spin up / spin down)**: -10.353 / -10.356 eV
**Largest force on an atom**: 0.2222 hartree/bohr

A molecular structure, CHCl2NO2, computed with ωB97M-V with the def2-TZVPD basis set.

Positions of all 7 atoms, in Å:
C1 -0.5236 0.3831 0.2353
N1 0.0358 1.7293 -0.0016
O1 1.1909 1.6400 -0.2866
O2 -0.6782 2.6731 0.1077
Cl1 -4.5771 -0.1117 -0.3372
Cl2 -2.0486 0.2795 0.6461
H1 -0.1419 -0.5112 -0.2653

Atomic forces in eV per Å
0.8 -0.2 -1.3
-0.9 -2.9 0.2
2.1 1.0 -0.5
-0.3 1.4 0.1
0.3 0.1 -0.1
-2.7 -0.1 1.3
0.8 0.8 0.3

Summary:
**Charge**: 0
**E_HOMO (spin up / spin down)**: -11.662 / -10.035 eV
**Largest force on an atom**: 0.0599 hartree/bohr
**Energy relative to the best compared isomer or geometry (same formula, charge and spin)**: 511.4 kJ/mol

A molecular structure, C30H33F3N5OPtSe, computed with ωB97M-V with the def2-TZVPD basis set.

Positions of all 74 atoms, in Å:
Pt1 2.1919 -0.0608 0.1285
O1 3.6126 1.2935 -0.2755
C1 4.7999 1.3178 0.3040
C2 5.4691 2.5565 0.3096
C3 6.7124 2.7021 0.8751
C4 7.3536 1.6142 1.4738
C5 6.7174 0.3976 1.4810
C6 5.4508 0.2188 0.9013
C7 4.8456 -1.1006 0.9122
N1 3.5956 -1.4139 0.5854
C8 3.4520 -2.7861 0.6912
C9 4.6360 -3.3106 1.0750
N2 5.4979 -2.2451 1.2039
H1 4.9640 3.3952 -0.1507
H2 7.1913 3.6727 0.8659
H3 8.3261 1.7273 1.9309
H4 7.2114 -0.4391 1.9614
H5 2.5207 -3.2735 0.4691
H6 4.9442 -4.3251 1.2484
H7 6.4738 -2.3055 1.4349
C10 -1.6154 -4.8548 0.8548
C11 -2.7408 -3.9658 0.3369
C12 -2.6144 -3.6379 -1.1495
C13 -1.5009 -2.6458 -1.4756
N3 -1.7369 -1.3430 -0.8533
C14 -1.0813 -0.8137 0.1932
Se1 0.4482 -1.5296 1.0361
N4 -1.6568 0.3563 0.5170
C15 -1.2464 1.2285 1.6236
C16 -1.6409 0.6722 2.9885
C17 -3.1315 0.3861 3.1540
C18 -3.9964 1.6403 3.2068
C19 -2.6742 0.6274 -0.3914
C20 -3.5201 1.7212 -0.5469
C21 -4.4136 1.6740 -1.5978
C22 -4.4684 0.5773 -2.4701
C23 -3.6307 -0.5088 -2.3164
C24 -2.7323 -0.4603 -1.2552
H8 -1.7881 -5.1383 1.8927
H9 -0.6472 -4.3536 0.8114
H10 -1.5486 -5.7725 0.2671
H11 -2.7849 -3.0379 0.9183
H12 -3.6994 -4.4612 0.4996
H13 -3.5614 -3.2526 -1.5336
H14 -2.4032 -4.5539 -1.7074
H15 -1.4324 -2.4803 -2.5530
H16 -0.5330 -2.9966 -1.1215
H17 -1.7131 2.1961 1.4424
H18 -0.1657 1.3585 1.5599
H19 -1.3231 1.4053 3.7351
H20 -1.0588 -0.2314 3.1719
H21 -3.2667 -0.1798 4.0773
H22 -3.4744 -0.2735 2.3492
H23 -3.6515 2.3162 3.9916
H24 -5.0362 1.3914 3.4167
H25 -3.9839 2.1918 2.2656
H26 -3.4841 2.5748 0.1146
H27 -5.0869 2.5051 -1.7559
H28 -5.1790 0.5880 -3.2850
H29 -3.6717 -1.3514 -2.9928
F1 -0.6354 3.5595 -4.9713
C25 -1.2042 3.5995 -3.7611
F2 -2.4547 3.1315 -3.8897
F3 -1.2819 4.8763 -3.3797
C26 -0.4209 2.7632 -2.7763
C27 0.1545 3.3246 -1.6528
C28 0.8581 2.4998 -0.7910
N5 0.9750 1.1882 -1.0022
C29 0.4320 0.6488 -2.1023
C30 -0.2726 1.4044 -3.0150
H30 0.0739 4.3820 -1.4490
H31 1.3597 2.8887 0.0838
H32 0.5858 -0.4121 -2.2384
H33 -0.6896 0.9419 -3.8989

Atomic forces in eV per Å
0.0 -0.3 -0.9
0.0 0.0 -0.1
0.0 0.1 0.0
0.1 0.0 -0.1
0.0 0.0 0.0
0.0 0.0 0.0
0.0 0.0 0.0
-0.1 0.0 0.1
0.0 0.0 -0.3
-0.1 0.2 0.9
0.1 0.0 0.0
0.0 0.0 0.0
0.0 0.0 0.0
0.0 0.0 0.0
0.0 0.0 0.0
0.0 0.0 0.0
0.0 0.0 0.0
0.0 0.0 0.0
0.0 0.0 0.0
0.0 0.0 0.0
0.0 0.0 0.0
0.0 0.0 0.0
0.0 0.0 0.0
0.0 0.0 0.0
0.0 0.0 0.0
-0.1 0.0 0.1
0.0 0.0 -0.2
0.1 0.1 -0.1
-0.1 0.0 0.1
0.0 0.0 0.0
0.0 0.0 0.0
0.0 0.0 0.0
-0.1 0.0 0.0
0.0 0.0 0.0
0.0 0.0 0.0
0.0 0.0 0.0
0.0 0.0 0.0
0.0 0.0 0.0
0.0 0.0 0.0
0.0 0.0 0.0
0.0 0.0 0.0
0.0 0.0 0.0
0.0 0.0 0.0
0.0 0.0 0.0
0.0 0.0 0.0
0.0 0.0 0.0
0.0 0.0 0.0
0.0 0.0 0.0
0.0 0.0 0.0
0.0 0.0 0.0
0.0 0.0 0.0
0.0 0.0 0.0
0.0 0.0 0.0
0.0 0.0 0.0
0.0 0.0 0.0
0.0 0.0 0.0
0.0 0.0 0.0
0.0 0.0 0.0
0.0 0.0 0.0
0.0 0.0 0.0
0.0 0.0 0.0
0.0 0.0 0.0
0.0 0.0 0.0
0.0 0.0 0.0
0.0 0.0 0.0
0.0 0.0 0.0
0.1 0.1 0.0
0.1 0.0 0.5
-0.1 0.1 -0.1
0.0 0.0 0.0
0.0 0.0 0.0
0.0 0.0 0.0
0.0 0.0 0.0
0.0 0.0 0.0

Summary:
**Charge**: +1
**E_HOMO**: -9.938 eV
**Largest force on an atom**: 0.0183 hartree/bohr
**Energy relative to the best compared isomer or geometry (same formula, charge and spin)**: 18.0 kJ/mol

2 unconnected molecules or ions with the total composition C7H9Cl4N4OS, computed with ωB97M-V with the def2-TZVPD basis set.

Positions of all 26 atoms, in Å:
N1 -1.1058 2.8082 0.9224
C1 -0.8612 1.5242 1.0902
O1 -0.1419 0.2235 0.8810
C2 -0.9191 -0.6673 0.0058
C3 0.2648 -1.7483 -0.4714
C4 0.9540 -0.7546 -1.6234
N2 2.4132 -0.3909 -1.4872
C5 2.6273 0.9642 -1.5118
S1 2.4935 2.6784 -1.3300
C6 -0.1571 0.3722 -2.0450
N3 -1.4041 -0.1857 -1.3429
N4 -2.6021 0.4997 -1.4583
H1 -1.7643 -1.3384 0.4714
H2 -0.0765 -2.8187 -0.7999
H3 1.0422 -1.6597 0.4077
H4 0.9754 -1.4850 -2.5653
H5 -0.1152 1.4522 -1.5972
H6 -0.3004 0.2914 -3.2178
H7 -1.5888 -1.0565 -1.8876
H8 -3.1442 0.0821 -2.2709
H9 -2.3686 1.4876 -1.6988
C7 1.1558 -0.0557 4.3058
Cl1 -0.0281 0.9608 3.4457
Cl2 2.5217 -0.4228 3.2222
Cl3 1.7536 0.8140 5.7413
Cl4 0.3759 -1.5751 4.8139

Atomic forces in eV per Å
1.9 -11.6 1.6
0.5 7.6 -2.8
-4.5 3.0 -1.7
1.0 -4.5 0.9
1.0 3.6 1.2
-0.7 -2.3 -2.8
0.0 7.9 0.2
-2.7 -2.3 1.3
1.0 -5.7 -0.8
0.4 0.1 -0.2
1.9 -1.7 -1.4
-1.6 1.6 -1.3
1.3 2.2 -0.3
0.7 2.3 0.6
-1.7 -1.0 -1.6
0.0 1.7 1.7
0.6 -1.9 -1.2
0.1 0.7 2.6
0.4 0.2 1.0
0.8 0.9 1.4
-0.6 -0.8 0.4
0.3 -0.2 0.4
0.3 0.2 1.4
-0.3 0.1 0.2
-0.2 -0.3 -0.5
0.2 0.4 -0.2

Summary:
**Charge**: +1
**E_HOMO**: -12.805 eV
**Largest force on an atom**: 0.2314 hartree/bohr
**Energy relative to the best compared isomer or geometry (same formula, charge and spin)**: 270.8 kJ/mol

A gas-phase ion, C2H2F3N2 (charge +1), computed with ωB97M-V with the def2-TZVPD basis set.

Positions of all 9 atoms, in Å:
C1 -0.7716 0.3346 -0.2151
C2 -0.2352 -0.3859 1.0336
N1 1.0447 0.0805 -1.8710
N2 0.1262 0.3885 -1.2161
F1 1.0281 -0.0145 1.3032
F2 -1.0402 0.0192 2.0467
F3 -0.2254 -1.6987 0.9790
H1 -1.8067 0.7970 -0.1030
H2 1.8800 0.4793 -1.9572

Atomic forces in eV per Å
2.0 0.4 -3.0
0.4 0.2 2.0
-6.0 -3.4 0.2
-2.3 -0.1 4.0
-0.5 0.3 -0.4
0.7 -0.3 -1.0
-0.5 0.0 -0.6
1.6 -0.3 -1.0
4.7 3.3 -0.2

Summary:
**SMILES**: N=[N+]=CC(F)(F)F
**Charge**: +1
**E_HOMO**: -17.351 eV
**Largest force on an atom**: 0.1338 hartree/bohr
**Energy relative to the best compared isomer or geometry (same formula, charge and spin)**: 145.4 kJ/mol